Entry 1:
DFT (ωB97M-V with the def2-TZVPD basis set) results for a structure of composition C22H43N2OsP3Se.

Structure (XYZ):
```
72
Properties=species:S:1:pos:R:3:forces:R:3:mulliken_charge:R:1
Os -0.75300 -0.07299 -0.31666 1.56 -0.77 -1.53 0.288
Se -1.47492 -1.96711 0.80601 -0.60 -1.73 2.31 -0.238
P -2.02733 -1.16742 -2.00126 -1.56 -1.50 -1.14 0.205
P -2.28185 1.52437 -0.03434 -3.80 2.62 0.77 1.532
P 0.86728 0.07559 -1.89083 2.82 -0.42 -2.43 1.183
N 1.19722 2.49859 0.43075 -0.06 0.75 -0.34 0.853
N 1.95156 4.54272 -0.37361 0.05 -0.80 0.60 -0.339
C -3.53369 0.97033 1.18541 -0.06 -0.23 0.37 -1.450
C 2.97179 3.57992 1.60885 0.54 -0.53 1.04 -0.916
C 4.50461 -1.57387 0.76623 -0.29 -0.45 0.29 -0.810
C -3.28307 2.08602 -1.47531 0.26 -0.17 -0.17 -1.453
C -1.55077 -2.92227 -2.31308 0.42 0.11 0.15 -1.110
C 0.51079 1.48926 -3.01561 -0.13 0.20 0.09 -1.308
C 1.18139 1.48926 1.33627 0.73 -0.49 0.20 0.013
C -3.79198 -1.44756 -1.54256 0.17 0.27 0.44 -1.215
C 3.02745 2.50090 2.48687 0.16 1.16 -0.82 -0.567
C -0.87271 -3.16265 4.75684 -0.93 0.28 0.40 -0.616
C -0.57615 -2.45288 2.46109 -2.30 0.35 0.86 0.413
C 2.13502 1.42748 2.32374 -1.22 -0.87 -0.37 -1.113
C 1.27095 -3.45789 3.64711 -0.15 -0.49 1.38 -0.630
C 2.05829 3.56233 0.55580 -1.18 0.55 -1.65 0.992
C 3.77598 -2.57740 1.27634 0.14 0.42 -0.26 -0.287
C 0.76385 -2.85710 2.49157 0.89 -0.35 -0.03 0.371
C -1.38626 -2.56357 3.60558 0.06 0.74 -2.31 -0.371
C 1.26848 -1.28570 -3.06558 -0.27 -0.16 0.06 -1.532
C -1.84903 3.16796 0.66082 0.71 0.02 0.02 -1.460
C -2.22952 -0.47218 -3.69245 0.51 0.58 0.19 -1.277
C 0.44983 -3.62388 4.77152 2.30 -0.52 -0.78 -0.561
C 2.59898 0.37077 -1.36804 0.10 0.29 0.40 -0.910
H 2.17646 0.54447 2.95558 -0.06 0.32 0.07 0.595
H -3.22026 0.02207 1.64267 -0.32 0.37 -0.13 0.227
H 3.26404 0.24136 -2.23275 -0.28 0.09 0.17 0.689
H -3.06291 -1.00041 -4.17716 0.27 0.01 0.26 0.594
H -0.36223 2.06401 -2.68083 0.14 -0.05 -0.17 0.161
H -2.74450 3.61645 1.10945 0.12 -0.16 -0.25 0.629
H -4.26263 -0.56025 -1.10719 0.04 -0.29 -0.11 0.300
H -3.99258 2.85479 -1.13855 0.20 -0.19 0.02 0.490
H 2.73827 1.38218 -0.97408 0.09 -0.28 -0.13 0.324
H 0.83543 -4.11560 5.66296 -0.02 0.10 -0.16 0.466
H -2.41577 -2.20822 3.55489 0.22 -0.22 0.19 0.447
H 2.18346 -1.02295 -3.61605 -0.34 0.03 0.15 0.565
H -3.84670 1.26417 -1.92911 0.11 0.28 0.10 0.451
H 3.75072 2.49418 3.29969 -0.10 0.01 -0.17 0.510
H -1.47632 3.83387 -0.12742 -0.07 -0.06 0.16 0.374
H 1.24807 4.53307 -1.10806 0.35 0.10 0.35 0.152
H -1.08626 3.06745 1.43868 -0.23 0.16 0.00 0.398
H -1.51432 -3.27247 5.63167 0.16 -0.04 -0.12 0.472
H -1.71383 -3.52521 -1.40891 -0.03 0.23 -0.32 0.464
H -2.48092 0.59300 -3.64409 0.05 -0.23 -0.11 0.294
H 0.46881 -1.47553 -3.78857 0.24 -0.01 0.18 0.433
H -2.17714 -3.32090 -3.12327 0.05 0.25 0.15 0.475
H 1.39585 -2.70917 1.61546 -0.09 -0.11 0.25 0.351
H 3.37963 -3.38056 0.64152 0.39 0.18 0.26 0.380
H 2.55014 5.35429 -0.31222 -0.02 0.02 -0.08 0.256
H 2.30482 -3.80412 3.66388 -0.32 0.05 0.09 0.495
H -0.50158 -3.01596 -2.60351 -0.29 -0.05 0.04 0.293
H 0.37251 0.71652 1.20160 0.69 0.51 0.63 0.429
H -1.32646 -0.60009 -4.29825 -0.25 0.04 0.11 0.340
H -2.61960 2.52735 -2.22963 -0.22 -0.02 0.10 0.321
H -3.86523 -2.27366 -0.82309 -0.01 0.23 -0.19 0.419
H 4.87436 -0.76198 1.40011 0.06 -0.37 -0.21 0.343
H 0.31565 1.12091 -4.03065 0.06 0.16 0.23 0.459
H -3.59964 1.73624 1.96772 -0.13 -0.22 -0.14 0.499
H 2.90132 -0.34774 -0.59871 -0.12 0.10 -0.11 -0.230
H 1.38614 2.15028 -3.04204 -0.14 -0.14 -0.09 0.483
H 3.62613 4.45002 1.69744 -0.13 -0.35 0.11 0.472
H 0.58224 2.42805 -0.40556 0.60 0.39 1.03 -0.404
H 4.79909 -1.56201 -0.28855 -0.14 0.02 0.40 0.375
H 3.58027 -2.65347 2.35385 0.18 0.16 -0.48 0.080
H -4.33496 -1.72223 -2.45750 0.20 0.03 0.24 0.548
H -4.51698 0.85311 0.71458 0.19 0.03 0.13 0.479
H 1.46420 -2.19640 -2.48749 0.04 0.13 -0.18 0.416
```
Forces are in eV/Å.

Properties
* multiplicity: 5
* gap between HOMO and LUMO (spin up / spin down): 5.87 / 4.42 eV
* E_LUMO (spin up / spin down): -13.084 / -15.454 eV
* HOMO (spin up / spin down): -0.6966 / -0.7305 hartree
* electronic energy: -122128.4450 eV
* total charge: +4
* <S²>: 6.03

Entry 2:
DFT (ωB97M-V with the def2-TZVPD basis set) results for a cluster of 4 separate species, C22H43N5O3 in total.

Structure (XYZ):
```
73
Properties=species:S:1:pos:R:3:forces:R:3:mulliken_charge:R:1
O -2.39733 -0.65856 3.16911 0.19 -0.06 0.09 -0.319
O 1.00609 3.04014 0.35479 -0.18 -0.02 -0.06 -0.405
O 4.94692 2.18765 -5.27463 0.04 0.09 -0.18 -0.390
N -1.86376 -4.62744 1.52403 1.10 -0.09 0.55 -0.425
N 2.17368 1.43000 -5.33404 -0.01 0.09 0.11 -0.715
N 0.63483 -4.98597 2.92086 -0.43 0.18 -0.32 -0.661
N -2.85048 2.18198 3.26859 -0.09 -0.10 0.14 -0.753
N 2.46299 3.30371 -2.11573 0.00 -0.23 0.05 -0.608
C -2.99845 -5.07016 3.59331 -1.07 -0.25 -1.41 0.571
C -1.78416 -4.91935 2.85406 -1.09 0.01 0.38 0.529
C -0.68000 -4.51177 0.98125 -0.16 0.04 -1.14 -0.323
C -1.74797 -5.46407 5.59751 -1.49 -0.07 0.67 -0.591
C 0.54975 -4.69969 1.64908 0.31 0.03 0.11 -0.239
C -1.38625 -1.05710 2.26006 -0.26 0.00 -0.17 -0.496
C 2.84620 1.74023 -7.65423 -0.12 0.04 -0.19 -1.554
C -0.59276 -5.35224 4.92859 1.08 -0.03 0.11 -0.645
C 2.68769 2.41110 -6.29362 0.29 -0.25 -0.07 0.443
C 0.13045 4.11885 0.63630 0.26 0.12 0.02 -0.758
C -4.83241 -3.45486 3.06634 0.60 -1.00 0.21 -0.746
C 0.65110 2.25999 -0.77044 0.09 -0.30 -0.03 -0.929
C 3.97070 3.08345 -5.77843 -0.17 0.28 0.20 -0.696
C 5.74751 1.55990 -6.25856 0.00 -0.15 0.23 -0.665
C -1.71383 1.58936 3.98248 0.04 -0.14 -0.32 0.356
C -1.94269 0.09821 4.27610 -0.15 0.05 0.26 -0.822
C -4.32524 -4.92585 2.87229 -0.12 0.85 -0.16 -0.965
C -0.57748 -5.07722 3.54266 0.73 -0.12 0.16 0.440
C -0.43775 1.87114 3.19847 0.14 0.04 0.10 -1.006
C -2.99092 -5.33791 4.91252 0.59 0.00 0.69 -0.500
C 0.18015 4.00998 -2.58514 -0.13 0.01 -0.19 -1.469
C 1.06557 2.85709 -2.12485 -0.02 0.36 0.28 0.674
H 1.47260 -4.59824 1.07983 -0.09 -0.04 0.12 0.401
H 1.86716 1.53899 -8.09106 0.00 -0.02 0.06 0.383
H -1.72937 -1.96080 1.75696 -0.06 -0.01 0.07 0.202
H -0.53863 1.64177 2.13815 -0.04 -0.04 0.02 0.017
H -1.62110 2.09390 4.94916 -0.07 -0.06 0.04 0.444
H -0.18047 2.92677 3.26868 -0.05 -0.01 0.03 0.230
H 4.41040 3.74328 -6.53841 0.02 -0.12 -0.11 0.448
H -1.77587 -5.64935 6.66782 0.18 -0.04 -0.14 0.383
H -0.87695 3.78130 -2.43474 0.01 0.00 0.01 0.371
H -0.42083 2.01999 -0.75028 -0.04 0.13 -0.04 0.430
H -4.22225 -5.09845 1.79938 0.16 -0.15 0.20 0.349
H 6.69865 1.29578 -5.79569 -0.01 0.06 0.04 0.259
H -3.04325 1.59330 2.46151 0.06 0.07 -0.04 0.326
H -3.94177 -2.81710 3.06450 -0.38 0.22 -0.14 0.010
H 0.40593 4.94030 -2.06459 0.04 -0.05 0.06 0.325
H -1.05061 -0.36482 4.71815 0.08 0.04 -0.10 0.410
H 3.39571 2.37956 -8.34879 0.01 -0.01 0.02 0.352
H 3.06471 2.50894 -1.91431 0.04 0.01 -0.14 0.284
H 3.36456 0.78368 -7.58779 0.03 0.03 0.07 0.296
H 1.93748 3.19979 -6.40604 0.04 0.05 0.09 0.400
H 2.58468 3.90891 -1.30724 -0.02 0.10 -0.09 0.280
H 5.94396 2.22222 -7.10651 -0.06 -0.01 -0.03 0.305
H 1.18433 1.31281 -0.64469 0.05 0.04 0.04 0.354
H 0.40439 1.29777 3.59209 -0.01 -0.01 -0.02 0.345
H 0.96925 2.05953 -2.86605 -0.07 -0.12 0.14 0.408
H -5.28431 -3.39943 4.06199 -0.12 0.32 -0.24 0.306
H 0.33079 4.19853 -3.64947 0.05 -0.01 0.03 0.259
H -5.52549 -3.16497 2.27420 -0.01 0.07 0.26 0.354
H -1.23562 -0.29084 1.49534 0.22 -0.02 0.02 0.104
H -0.64196 -4.28691 -0.08638 -0.06 0.02 0.18 0.422
H 5.28040 0.63522 -6.60591 0.05 0.03 -0.18 0.227
H -5.05339 -5.64463 3.26183 0.12 0.11 0.00 0.446
H -0.44199 -1.27641 2.76782 0.01 0.07 0.02 0.330
H -0.90888 3.87365 0.40097 0.00 0.00 -0.04 0.330
H -2.73671 0.02048 5.02448 -0.05 -0.02 -0.07 0.347
H -3.68559 2.08960 3.84062 0.02 0.12 0.02 0.277
H 2.94219 0.80702 -5.09676 -0.04 -0.06 -0.08 0.333
H 0.20261 4.33770 1.69954 0.01 -0.05 0.00 0.267
H -3.94267 -5.42929 5.42800 0.19 -0.09 0.10 0.444
H 3.69855 3.71934 -4.93189 0.02 -0.10 0.06 0.346
H 0.35531 -5.47150 5.44532 -0.04 0.07 -0.21 0.447
H 0.44095 5.01415 0.09273 -0.18 0.04 -0.05 0.305
H 1.97094 1.90788 -4.46122 0.00 0.06 -0.08 0.111
```
Forces are in eV/Å.

Properties
* gap between HOMO and LUMO: 8.77 eV
* E_LUMO: -0.200 eV
* SMILES: CCc1cccc2nccnc12.COC[C@@H](C)N.COC[C@@H](C)N.COC[C@@H](C)N
* HOMO: -0.3296 hartree
* electronic energy: -37102.7727 eV

Number 1: maximum force 4.68 eV/A. Number 2: maximum force 1.79 eV/A.